Entry 1:
143
Properties=species:S:1:pos:R:3:forces:R:3:lowdin_charge:R:1 method="wB97M-V/def2-TZVPD" homo_ev=-8.9
C -0.70318 0.16913 -0.20500 -0.1768 -0.1786 -0.1598 0.145
C -0.18948 -0.81538 0.24235 0.0867 0.0746 0.1340 -0.097
C 0.53666 -1.86662 0.96215 -0.6096 0.6144 0.3632 -0.303
O 1.31020 -1.20460 1.98350 0.4187 -0.1108 -0.0433 0.049
C 0.81930 -1.41924 3.21951 -0.1114 -0.1460 0.2785 -0.432
O 1.32645 -0.91642 4.18061 -0.0648 -0.0708 -0.0303 0.133
C -0.45820 -2.31190 3.19803 1.3696 1.6090 -1.0437 -0.102
C -1.56585 -1.34748 3.59648 -0.9546 -0.2421 0.7649 -0.176
O -2.06553 -0.53460 2.55515 0.3381 -0.3466 0.0526 -0.126
C -2.66430 0.66534 3.00101 0.2332 0.1038 -0.5029 -0.167
C -4.06323 0.83920 2.47042 0.1057 0.0567 -0.4574 -0.209
O -4.13827 0.96261 1.05333 -0.0439 -0.2053 0.1437 -0.134
C -5.49593 1.15880 0.69034 0.3125 0.3293 0.1300 -0.186
C -5.72433 1.19116 -0.83055 0.3459 -0.0967 -0.4427 -0.180
O -4.54812 1.21866 -1.61707 -0.2308 -0.1312 0.1189 -0.145
C -4.08276 -0.09881 -1.94766 -0.2592 0.2944 -0.0086 -0.253
C -4.88514 -0.74235 -3.07246 0.6084 0.0652 0.0748 -0.064
C -0.27554 -2.88673 1.78498 0.1660 -1.3387 -0.3268 -0.251
C -1.36458 -3.75047 1.11063 -0.2189 0.5098 0.6871 -0.607
I -0.99338 -3.92481 -1.01530 -0.1753 -0.2426 0.1327 0.979
C -2.81975 -3.41789 1.43127 -0.6139 -0.0994 -1.0816 -0.270
C -3.45733 -2.28529 0.60315 0.1406 -0.5205 0.1651 -0.144
H -1.25726 0.98581 -0.60028 0.0039 0.0882 -0.0488 0.050
H 1.22507 -2.38243 0.29859 0.0751 0.0314 -0.0594 0.113
H -0.29459 -3.06470 3.96031 -0.4159 -0.0813 0.1683 0.146
H -2.38721 -1.90515 4.05722 -0.0437 -0.0426 -0.0734 0.096
H -1.15071 -0.71433 4.38656 0.0625 -0.0314 0.1008 0.125
H -2.75369 0.70357 4.09082 0.0721 -0.1516 0.0916 0.115
H -2.01071 1.48988 2.69715 -0.1062 0.1232 -0.0545 0.137
H -4.45217 1.76215 2.91698 -0.2372 -0.1075 0.1539 0.107
H -4.66592 -0.01976 2.77983 -0.1648 0.0954 0.1969 0.119
H -5.81641 2.11534 1.12388 -0.1306 0.0068 0.0575 0.109
H -6.12904 0.37535 1.11830 0.0300 -0.0624 0.1808 0.122
H -6.33399 0.33265 -1.11603 -0.0642 -0.0957 -0.0024 0.108
H -6.30607 2.07706 -1.09087 0.0740 0.0603 0.0375 0.120
H -3.05807 0.02917 -2.29123 0.1049 0.0236 0.1370 0.114
H -4.08670 -0.70973 -1.04268 0.0828 0.0712 -0.2107 0.076
H -4.32102 -1.60656 -3.42690 -0.1351 -0.1823 0.0688 0.076
H -4.93328 -0.05582 -3.91578 -0.2427 0.0828 0.0030 0.080
H -5.87324 -1.06433 -2.75814 -0.1495 0.0148 -0.0960 0.064
H 0.50608 -3.62953 1.98191 0.1018 -0.0205 -0.0900 0.149
H -1.19959 -4.76881 1.44640 0.0693 -0.0586 -0.0187 0.069
H -2.97388 -3.27167 2.49931 0.3630 0.0597 0.0777 0.098
H -3.38546 -4.31710 1.17574 -0.0099 -0.1233 0.2210 0.102
H -2.71686 -1.55643 0.28962 -0.1241 0.1954 0.1995 0.034
H -4.26238 -1.80738 1.15800 0.0989 0.1896 0.0552 0.072
H -3.90755 -2.71327 -0.29210 0.0647 -0.0376 -0.1131 0.057
C 0.70523 -1.79269 -3.80216 0.3800 -0.0942 0.3666 -0.105
C -0.08919 -1.35654 -4.93585 0.0019 -0.0412 -0.0501 -0.288
N -0.68854 -1.02331 -5.85787 -0.0561 -0.0439 0.0008 0.109
H 0.10080 -2.00389 -2.91998 -0.1717 0.1318 -0.1576 -0.009
H 1.24939 -2.70311 -4.05066 -0.0646 -0.0211 -0.0788 0.046
H 1.43771 -1.03856 -3.51755 -0.0422 0.0691 -0.0745 0.036
C 4.58517 -1.27081 0.96933 -0.0002 0.3216 0.1345 -0.091
C 4.31712 -2.44392 0.15183 -0.0658 0.0283 -0.0590 -0.287
N 4.11091 -3.37195 -0.49235 -0.0049 -0.0137 0.0512 0.129
H 3.65990 -0.78710 1.28167 -0.0739 -0.1470 -0.0488 0.061
H 5.13627 -1.53537 1.86704 -0.0029 -0.1216 -0.0141 0.053
H 5.17633 -0.53594 0.42550 0.0305 -0.0940 -0.1003 0.075
C -2.72508 -2.35277 7.78514 -0.0341 -0.1690 0.1993 -0.086
C -2.50174 -3.19809 6.62198 -0.0282 -0.0921 0.0377 -0.260
N -2.32552 -3.86508 5.70416 0.0224 0.0169 -0.0218 0.141
H -3.75138 -1.99410 7.81533 -0.0169 -0.0074 -0.1004 0.079
H -2.53276 -2.90579 8.70384 0.0083 -0.0967 -0.0654 0.086
H -2.07073 -1.49154 7.77565 0.0952 0.0465 -0.1057 0.034
C -7.75166 3.55651 3.78721 0.0174 0.1512 0.0442 -0.091
C -7.16486 2.27803 4.16015 0.0527 -0.0251 -0.0367 -0.273
N -6.69761 1.26687 4.43876 0.0102 0.0399 0.0880 0.142
H -7.26975 4.37481 4.32108 0.0500 -0.0636 0.0374 0.086
H -7.63900 3.73772 2.72031 0.0289 -0.1045 -0.0212 0.068
H -8.81144 3.58610 4.01751 -0.0342 -0.0915 0.0168 0.046
C 3.02229 2.29069 -0.13815 0.0543 0.2702 0.1997 -0.047
C 2.75213 1.12520 -0.96477 0.0034 0.0102 0.0268 -0.265
N 2.53684 0.20425 -1.61508 0.0902 -0.0071 -0.0490 0.180
H 2.09083 2.76389 0.16919 -0.0586 -0.0919 -0.0364 0.085
H 3.57233 2.00725 0.75910 -0.0040 -0.0939 -0.0271 0.083
H 3.61765 3.02041 -0.68606 0.0182 -0.0736 -0.0748 0.057
C -9.81083 6.46619 0.66511 0.0756 0.1580 -0.2846 -0.064
C -10.01502 5.70744 1.88756 -0.0592 0.0511 0.1300 -0.264
N -10.17982 5.12632 2.86334 -0.1098 0.0598 -0.1010 0.144
H -9.05957 7.23904 0.81795 -0.0094 -0.0129 0.1169 0.085
H -9.47808 5.81623 -0.14274 -0.0103 -0.0721 0.0593 0.083
H -10.73535 6.95000 0.35584 -0.0453 -0.0292 0.0856 0.086
C -11.97213 7.73295 5.45194 -0.1965 -0.1188 0.2147 -0.073
C -10.99317 8.27629 4.52430 0.0136 -0.0068 -0.0441 -0.290
N -10.22403 8.70126 3.78732 0.0318 0.0042 -0.0664 0.128
H -12.28628 8.49006 6.16836 0.0580 0.0629 -0.0429 0.082
H -12.85337 7.38161 4.91833 0.0446 0.0179 -0.0854 0.083
H -11.55314 6.89316 6.00331 0.0813 0.0006 -0.0601 0.083
C 7.79548 -1.18819 4.20551 0.0993 -0.3315 0.1982 -0.076
C 7.01606 -0.20672 3.46952 0.0020 0.0511 0.0116 -0.273
N 6.40180 0.56815 2.88668 0.0395 0.0270 -0.0105 0.138
H 8.10583 -0.79906 5.17312 -0.1100 0.0639 -0.0723 0.032
H 7.22019 -2.09747 4.37684 -0.1158 0.0602 -0.0886 0.085
H 8.69407 -1.46319 3.65470 -0.0251 0.0765 -0.0846 0.083
C 4.70827 1.75562 -4.21847 -0.1951 -0.2773 -0.1853 -0.077
C 5.12001 2.80865 -3.30335 -0.0245 -0.0241 -0.0059 -0.279
N 5.44445 3.63211 -2.57139 -0.0213 -0.0117 0.0293 0.121
H 5.56235 1.19405 -4.58732 0.0554 0.0570 0.0285 0.037
H 4.03812 1.04758 -3.73166 0.0343 0.0391 0.1032 0.041
H 4.18471 2.16359 -5.08183 0.0288 0.1233 0.0380 0.088
C 11.26847 1.34709 4.70211 0.1654 0.1673 -0.2026 -0.063
C 10.42877 0.63521 5.65261 0.0324 0.0161 0.0987 -0.265
N 9.76640 0.07361 6.40259 0.1042 0.0586 0.0104 0.140
H 10.75743 2.23152 4.32543 -0.0781 -0.0230 0.0530 0.087
H 12.19746 1.66448 5.17236 -0.0278 -0.0410 0.0823 0.084
H 11.51674 0.71070 3.85430 -0.0476 -0.0679 0.0387 0.083
C 8.20394 -0.80501 -4.54472 0.1379 -0.0947 0.2700 -0.058
C 7.40699 -0.40171 -5.69243 -0.0549 0.0058 -0.0143 -0.282
N 6.76045 -0.07130 -6.58132 0.1058 -0.0684 -0.0100 0.156
H 7.56309 -0.99638 -3.68437 -0.0957 0.0140 -0.0689 0.090
H 8.76487 -1.71290 -4.76123 -0.0207 0.0060 -0.0759 0.075
H 8.91421 -0.02472 -4.27624 -0.0294 0.0527 -0.0756 0.087
C 3.20743 -3.32106 -6.69913 -0.0433 -0.3560 -0.3557 -0.062
C 3.65057 -2.30722 -5.75882 -0.1373 0.0679 0.0350 -0.262
N 3.97560 -1.49398 -5.01627 0.1436 0.0100 0.0108 0.154
H 4.05450 -3.88648 -7.09840 -0.2712 0.2516 0.1781 0.017
H 2.51931 -4.02535 -6.23265 0.0544 0.1043 0.2047 0.046
H 2.68901 -2.86564 -7.54268 0.0404 0.1628 0.0595 0.092
C -1.04179 -5.33631 -6.92207 -0.2179 -0.0127 -0.2521 -0.060
C -0.09036 -5.19539 -5.83214 -0.0011 0.0172 0.0411 -0.258
N 0.66428 -5.08065 -4.97521 -0.0047 -0.0025 -0.0058 0.152
H -0.75886 -6.15917 -7.57643 0.0787 -0.0192 0.0619 0.083
H -2.04038 -5.53400 -6.53658 0.0320 0.0096 0.0907 0.085
H -1.08134 -4.42351 -7.51465 0.0603 0.0564 0.0791 0.085
C 7.00941 2.95686 -8.04977 -0.3109 -0.0703 0.1870 -0.082
C 8.21782 3.48327 -8.66435 0.0058 0.0300 -0.0085 -0.287
N 9.17294 3.89881 -9.14581 0.0111 -0.0109 0.0019 0.117
H 6.54173 3.70251 -7.40763 0.1073 0.0996 -0.0365 0.081
H 6.27994 2.66515 -8.80333 0.0903 0.0047 -0.0935 0.085
H 7.22411 2.07978 -7.44288 0.0851 0.0014 -0.0861 0.028
C -3.45979 2.57179 6.87922 -0.1148 0.3234 -0.2251 -0.061
C -3.01713 1.47353 7.71738 0.0748 -0.0627 0.0331 -0.246
N -2.65323 0.60520 8.37226 -0.0325 0.2039 0.0905 0.147
H -4.21760 3.16365 7.38946 -0.0030 -0.0555 0.0684 0.085
H -2.62434 3.22552 6.63222 0.0525 -0.0637 0.0537 0.088
H -3.88952 2.19781 5.95197 -0.0395 -0.1041 -0.0048 0.063
C 7.53695 -4.34173 -6.58081 0.2774 0.0660 0.2258 -0.055
C 6.42501 -4.70532 -7.44134 0.0007 -0.0077 -0.1221 -0.256
N 5.53740 -4.96914 -8.11887 0.2173 -0.1472 -0.0647 0.142
H 8.42596 -4.12651 -7.17169 -0.0555 -0.0131 -0.0808 0.088
H 7.28766 -3.45562 -5.99837 -0.1142 0.0037 -0.0514 0.062
H 7.77061 -5.15051 -5.89041 -0.0699 -0.0484 -0.0355 0.088



Entry 2:
73
Properties=species:S:1:pos:R:3:forces:R:3:lowdin_charge:R:1 method="wB97M-V/def2-TZVPD" homo_ev=-10.2 total_charge=+1
C -2.27592 -3.82706 0.89445 0.0434 0.1908 0.0734 -0.050
C -1.36064 -3.91640 1.94740 0.1619 0.0432 -0.1122 -0.064
C -0.62969 -2.79670 2.33747 -0.3925 0.2243 0.0829 -0.084
C -0.92635 -1.54026 1.77194 -0.1889 -0.4346 -0.1567 -0.308
P -0.11487 -0.08177 2.45037 0.3484 -0.3443 -0.6348 1.184
C 1.58378 -0.15117 1.82315 0.4725 0.0883 0.0861 -0.292
C 2.46805 0.89233 2.15066 -0.0032 -0.0439 -0.1664 -0.075
C 3.70201 0.99109 1.51152 -0.0992 -0.0968 0.0789 -0.049
C 4.07004 0.05332 0.54284 -0.2947 -0.0503 0.0946 -0.049
C 3.20192 -0.99446 0.22712 -0.0013 0.0272 0.0990 -0.058
C 1.96945 -1.11063 0.87054 -0.1334 0.1724 0.1295 -0.065
C -0.78323 1.43494 1.75150 -0.0220 0.7151 0.1326 -0.290
C -1.34565 2.47584 2.51627 -0.0048 -0.2249 -0.2899 -0.078
C -1.92876 3.56721 1.86468 0.1589 -0.0297 0.0079 -0.053
C -1.88599 3.67177 0.47031 0.0631 -0.2110 0.1253 -0.044
C -1.22129 2.69691 -0.28064 0.0456 -0.1054 0.2202 -0.048
C -0.66170 1.59133 0.35705 -0.0964 -0.0878 0.1146 -0.083
C -0.16637 -0.24214 4.31864 2.6753 -0.2434 -1.7553 -0.302
C 0.95394 0.56557 4.86874 1.5647 0.3315 1.1611 -0.203
N 1.86179 1.08574 5.38586 -1.8784 -0.8118 -1.1972 0.217
C -1.80110 -1.46698 0.67826 0.0072 0.0327 0.2913 -0.060
C -2.45044 -2.61430 0.22727 0.0203 -0.0454 0.0687 -0.053
H -2.85238 -4.70294 0.59295 0.2237 0.2343 0.0592 0.119
H -1.19972 -4.86409 2.46353 0.0182 0.2300 -0.2482 0.114
H 0.15609 -2.89986 3.09033 -0.3529 -0.0058 -0.1203 0.117
H 2.18846 1.62612 2.90573 0.1305 -0.0906 -0.3061 0.094
H 4.37263 1.80914 1.77319 -0.1599 -0.2359 -0.0783 0.118
H 5.02919 0.14071 0.03314 -0.2545 -0.0241 0.1344 0.117
H 3.47479 -1.72859 -0.53080 -0.0290 0.1888 0.2299 0.115
H 1.29754 -1.93323 0.62431 0.2145 0.2383 -0.0225 0.105
H -1.32925 2.43521 3.60974 -0.1222 0.0595 -0.5004 0.105
H -2.41871 4.34165 2.45728 0.2133 -0.1965 -0.1917 0.119
H -2.35480 4.51968 -0.03461 0.1788 -0.2701 0.2213 0.119
H -1.13202 2.78416 -1.36342 -0.0511 0.0411 0.3072 0.118
H -0.12087 0.83890 -0.22535 -0.2271 0.2649 0.1388 0.119
H 0.10702 -1.31296 4.39008 0.1439 0.4420 0.2128 0.120
H -1.98863 -0.51353 0.18807 -0.0722 -0.2560 0.1801 0.101
H -3.11423 -2.54411 -0.63504 0.1379 -0.0474 0.2989 0.120
C 0.64527 -0.80723 11.18828 -0.4315 0.3398 -0.1568 -0.059
O -0.31753 0.11820 10.63517 0.1100 -0.4703 -0.3904 -0.083
C -0.64921 -0.02639 9.32234 0.1543 -0.3548 -0.4474 -0.256
C -0.17715 -1.09068 8.51588 -0.0432 0.4728 0.3021 0.004
C -0.40973 -1.05924 7.14067 -0.2094 0.1448 0.2196 -0.056
C -1.16321 -0.03801 6.57195 -0.0004 -0.0193 -0.6823 -0.203
C -1.41048 -0.00527 5.03686 -2.8151 0.6469 2.2753 -0.258
C -2.52702 -0.95884 4.70036 -0.1441 -0.8413 0.0090 -0.119
C -3.58453 -0.76494 3.73410 0.2218 -0.8826 0.1933 -0.118
C -3.91197 0.25225 2.83945 -0.3470 0.1409 -0.4107 -0.030
C -4.80222 -0.02628 1.79837 0.3034 0.4288 0.2733 -0.087
C -5.41771 -1.27939 1.68466 -0.0367 -0.6888 0.3947 -0.086
C -5.18403 -2.28188 2.63251 -0.3418 0.3183 -0.4829 -0.013
C -4.27935 -2.00414 3.64554 1.1947 -0.2937 0.1862 -0.162
N -3.68336 -2.88935 4.54108 -0.1775 0.3595 -0.0463 -0.089
C -3.99081 -4.29996 4.67440 -0.0015 -0.0908 0.1633 -0.008
C -2.64565 -2.25603 5.17970 -0.2298 0.8610 -0.6720 0.007
C -1.74213 0.93611 7.38821 0.2065 -0.1686 -0.1077 -0.016
C -1.48962 0.95553 8.74817 0.3648 -0.3820 0.3193 0.019
H 0.81793 -0.42457 12.19320 0.0794 -0.1941 -0.0982 0.095
H 0.23333 -1.82630 11.23364 0.0914 0.2857 0.0108 0.096
H 1.58333 -0.80782 10.61270 -0.2967 0.0772 0.1242 0.099
H 0.39026 -1.91823 8.94819 -0.1489 0.4096 -0.1665 0.108
H -0.00781 -1.85715 6.51067 0.0126 0.2013 0.2725 0.117
H -1.78614 0.99408 4.80121 0.0979 -0.0174 0.1795 0.119
H -3.46514 1.23704 2.96655 -0.1468 -0.2237 -0.2887 0.091
H -5.01406 0.73411 1.04327 0.0197 -0.1553 0.3230 0.107
H -6.07631 -1.49130 0.84228 0.1039 0.1308 0.2587 0.108
H -5.65068 -3.26542 2.57785 0.0099 0.3356 -0.1997 0.108
H -4.89025 -4.52385 4.08891 0.2906 -0.0330 0.3086 0.086
H -3.15615 -4.91941 4.31195 -0.2757 0.1756 0.0088 0.086
H -4.16177 -4.54111 5.73203 -0.0972 -0.0090 -0.3201 0.100
H -2.05913 -2.75690 5.94551 -0.2446 0.0474 -0.2582 0.134
H -2.38381 1.69071 6.93193 0.1530 -0.0907 0.1977 0.123
H -1.91265 1.72888 9.38345 0.1354 -0.1292 -0.0605 0.124